The following is a quantum chemistry calculation of a cluster of 10 separate species, C75H148N10O7 in total at a distorted geometry, from the OMol25 dataset.

The SMILES is CC1(C)CCCC(C)(C)N1O.CC1(C)CCCC(C)(C)N1O.CC1(C)CCCC(C)(C)N1O.CC1(C)CCCC(C)(C)N1O.CC1(C)CCCC(C)(C)N1O.CC1(C)CCCC(C)(C)N1O.CC1(C)CCCC(C)(C)N1O.c1cc[nH]c1.c1cc[nH]c1.c1cc[nH]c1. As for the HOMO-LUMO gap: 8.439 eV. For the LUMO energy, the calculation gives 0.402 eV. For the total energy, the calculation gives -109397.9242 eV. The HOMO energy is -8.04 eV.

```
240
Properties=species:S:1:pos:R:3:lowdin_charge:R:1
C 5.340 6.878 -6.135 -0.0477
C 4.110 6.966 -5.272 -0.5040
C 2.964 6.262 -6.040 -0.1438
C 1.687 6.122 -5.250 -0.1544
C 2.072 5.298 -3.976 -0.1384
C 3.110 5.994 -3.115 -0.5339
N 4.248 6.338 -3.944 -0.0954
O 5.379 6.823 -3.265 -0.0193
C 2.615 7.129 -2.241 -0.0222
C 3.605 4.861 -2.150 -0.0387
C 3.746 8.462 -5.185 -0.0288
H 5.174 7.129 -7.156 0.0725
H 5.728 5.853 -6.159 0.0965
H 6.116 7.572 -5.829 0.0824
H 2.845 6.894 -6.922 0.1217
H 3.309 5.280 -6.334 0.1217
H 0.939 5.580 -5.874 0.1142
H 1.201 7.048 -4.905 0.1073
H 2.412 4.310 -4.224 0.0874
H 1.144 5.146 -3.359 0.1102
H 3.319 7.206 -1.412 0.0833
H 2.433 7.972 -2.811 0.0418
H 1.631 6.935 -1.735 0.0961
H 4.454 5.296 -1.506 0.0952
H 2.808 4.575 -1.397 0.0875
H 3.984 3.983 -2.695 0.0823
H 3.934 9.046 -6.052 0.0758
H 4.218 9.018 -4.355 0.0866
H 2.719 8.491 -4.937 0.0461
H 5.282 7.750 -2.964 0.0993
C -5.681 1.998 6.162 -0.0436
C -4.215 2.258 5.709 -0.5362
C -3.660 3.417 6.430 -0.1411
C -2.087 3.638 6.328 -0.1110
C -1.438 2.351 6.918 -0.1406
C -1.935 1.158 6.169 -0.4805
N -3.435 1.015 6.139 -0.0312
O -3.815 -0.056 5.204 -0.0345
C -1.302 1.044 4.771 -0.0356
C -1.454 -0.155 6.944 -0.0177
C -4.318 2.500 4.215 -0.0468
H -6.052 1.110 5.599 0.0870
H -6.390 2.805 5.867 0.0883
H -5.790 1.911 7.233 0.0726
H -4.101 4.331 6.117 0.1032
H -3.993 3.385 7.488 0.1291
H -1.805 4.570 6.853 0.1168
H -1.772 3.657 5.321 0.0743
H -1.467 2.269 8.004 0.1246
H -0.384 2.375 6.609 0.1033
H -0.269 1.346 4.929 0.0636
H -1.367 0.081 4.281 0.0690
H -1.663 1.797 4.095 0.0412
H -1.710 -1.057 6.445 0.0591
H -0.400 -0.160 7.238 0.0698
H -2.023 -0.133 7.895 0.0866
H -3.339 2.786 3.783 0.0482
H -5.101 3.326 4.052 0.1168
H -4.642 1.604 3.656 0.0819
H -4.235 -0.661 5.794 0.0835
C 3.629 -2.109 6.565 -0.0388
C 3.999 -0.600 6.572 -0.5120
C 5.460 -0.400 6.311 -0.1426
C 5.965 0.996 5.845 -0.1519
C 5.072 1.339 4.638 -0.1314
C 3.530 1.333 4.918 -0.5083
N 3.226 -0.057 5.417 -0.0896
O 1.832 -0.138 5.725 -0.0524
C 3.208 2.423 5.912 -0.0235
C 2.751 1.588 3.645 -0.0314
C 3.602 -0.029 7.990 -0.0130
H 2.570 -2.321 6.861 0.1016
H 4.349 -2.679 7.225 0.1010
H 3.818 -2.614 5.610 0.0616
H 5.977 -0.749 7.236 0.1276
H 5.734 -1.171 5.491 0.1456
H 7.022 1.121 5.589 0.1155
H 5.829 1.722 6.593 0.0784
H 5.241 0.637 3.859 0.0983
H 5.381 2.339 4.184 0.1406
H 3.305 3.423 5.474 0.1019
H 2.141 2.365 6.206 0.0870
H 3.786 2.239 6.766 0.0333
H 3.245 2.429 3.117 0.1002
H 2.826 0.645 3.031 0.0984
H 1.733 1.857 3.824 0.0480
H 3.943 -0.800 8.671 0.0778
H 2.507 0.014 8.011 0.0739
H 3.912 0.998 8.240 0.0755
H 1.411 -0.821 5.217 0.0490
C 3.858 -4.965 -4.150 -0.0538
C 4.333 -4.741 -2.682 -0.4654
C 5.490 -3.708 -2.824 -0.1237
C 5.873 -3.094 -1.466 -0.1692
C 4.626 -2.456 -0.895 -0.1787
C 3.472 -3.373 -0.756 -0.5346
N 3.220 -4.025 -2.026 -0.0437
O 2.091 -4.978 -1.863 -0.0710
C 3.746 -4.348 0.423 0.0086
C 2.324 -2.429 -0.508 -0.0277
C 4.753 -6.130 -2.098 -0.0099
H 4.589 -5.218 -4.935 0.0874
H 3.373 -4.069 -4.553 0.0597
H 3.131 -5.807 -4.282 0.0801
H 6.302 -4.227 -3.243 0.1013
H 5.268 -2.825 -3.388 0.1140
H 6.694 -2.376 -1.425 0.1087
H 6.253 -3.968 -0.796 0.1272
H 4.326 -1.577 -1.457 0.1140
H 4.952 -2.077 0.048 0.1193
H 3.725 -3.823 1.362 0.0470
H 2.970 -5.086 0.409 0.0747
H 4.665 -4.840 0.210 0.0481
H 2.320 -2.011 0.556 0.1022
H 2.487 -1.534 -1.108 0.0574
H 1.300 -2.764 -0.749 0.0765
H 3.819 -6.644 -1.812 0.0877
H 5.530 -6.071 -1.340 0.0675
H 5.125 -6.656 -2.968 0.0717
H 1.377 -4.640 -2.486 0.0866
C -3.229 4.283 -0.167 -0.0213
C -1.833 4.030 -0.846 -0.4677
C -0.855 4.850 -0.020 -0.1266
C -0.546 4.177 1.344 -0.1580
C -0.129 2.749 1.137 -0.1565
C -1.072 1.873 0.318 -0.4754
N -1.371 2.613 -0.968 -0.0575
O -2.377 1.875 -1.725 -0.0691
C -0.297 0.638 -0.171 -0.0259
C -2.278 1.453 1.232 0.0032
C -2.028 4.665 -2.290 -0.0212
H -3.280 5.347 -0.208 0.0692
H -3.412 3.778 0.713 0.0329
H -4.103 4.087 -0.842 0.0940
H 0.078 4.951 -0.562 0.1009
H -1.237 5.872 0.131 0.1248
H -1.387 4.147 2.038 0.1018
H 0.145 4.717 1.948 0.1015
H 0.066 2.338 2.108 0.0896
H 0.882 2.560 0.609 0.1463
H -0.937 -0.127 -0.602 0.0852
H 0.506 0.911 -0.846 0.0665
H 0.142 0.124 0.671 0.0666
H -1.941 0.632 1.857 0.0708
H -2.634 2.263 1.932 0.0566
H -3.075 1.063 0.485 0.0899
H -2.663 3.992 -2.904 0.0805
H -1.031 4.741 -2.754 0.0538
H -2.408 5.700 -2.244 0.0889
H -3.209 1.738 -1.216 0.0499
C 0.217 -7.511 -3.197 -0.0402
C -0.873 -6.993 -2.316 -0.5290
C -0.430 -6.932 -0.844 -0.1196
C -1.332 -6.132 0.109 -0.1482
C -1.551 -4.754 -0.532 -0.1365
C -1.982 -4.819 -1.973 -0.5338
N -1.119 -5.641 -2.820 -0.0619
O -1.676 -5.736 -4.136 -0.0161
C -3.479 -5.133 -1.999 -0.0291
C -1.788 -3.412 -2.494 -0.0436
C -2.127 -7.903 -2.449 -0.0143
H 0.679 -8.449 -2.852 0.0950
H 1.099 -6.823 -3.203 0.0748
H -0.195 -7.651 -4.191 0.0794
H -0.456 -7.991 -0.558 0.1188
H 0.569 -6.579 -0.697 0.0937
H -0.894 -6.058 1.100 0.0973
H -2.260 -6.683 0.222 0.0997
H -0.612 -4.232 -0.449 0.1004
H -2.374 -4.184 -0.014 0.1357
H -4.008 -4.173 -1.742 0.0675
H -3.875 -5.426 -2.972 0.0913
H -3.735 -5.870 -1.263 0.0589
H -0.731 -3.131 -2.562 0.0689
H -2.057 -3.355 -3.584 0.0905
H -2.296 -2.668 -1.841 0.0861
H -1.964 -8.908 -1.993 0.0964
H -2.283 -8.027 -3.541 0.0874
H -3.009 -7.433 -1.988 0.0567
H -1.106 -5.226 -4.675 0.0191
C -7.140 -0.466 1.005 -0.0212
C -6.400 -1.013 -0.320 -0.4289
C -7.410 -2.024 -0.936 -0.1585
C -7.221 -2.390 -2.372 -0.1561
C -6.871 -1.159 -3.228 -0.1327
C -5.843 -0.194 -2.740 -0.5686
N -6.138 0.062 -1.348 -0.0504
O -5.227 1.051 -0.807 -0.0409
C -4.438 -0.727 -3.028 -0.0088
C -6.001 1.081 -3.520 -0.0474
C -5.204 -1.877 0.158 -0.0371
H -6.572 0.148 1.665 0.0525
H -7.610 -1.322 1.520 0.0874
H -7.970 0.140 0.643 0.0724
H -7.323 -2.932 -0.299 0.1292
H -8.384 -1.593 -0.739 0.1088
H -8.109 -2.789 -2.763 0.0989
H -6.419 -3.082 -2.492 0.0943
H -7.736 -0.551 -3.385 0.1111
H -6.525 -1.612 -4.176 0.1360
H -4.258 -0.791 -4.102 0.0913
H -3.685 -0.058 -2.600 0.0691
H -4.310 -1.725 -2.557 0.0679
H -6.098 0.946 -4.609 0.0984
H -6.937 1.551 -3.331 0.0703
H -5.254 1.898 -3.361 0.0957
H -5.345 -2.316 1.130 0.0709
H -4.289 -1.252 0.279 0.0822
H -5.030 -2.756 -0.514 0.0639
H -5.855 1.763 -0.699 0.0999
N 0.471 2.099 -3.529 0.0343
C 0.066 2.557 -4.730 -0.1459
C 1.041 2.206 -5.668 -0.1084
C 2.075 1.511 -4.996 -0.1120
C 1.705 1.482 -3.668 -0.1530
H 0.015 2.315 -2.630 0.1130
H -0.914 2.976 -4.812 0.1040
H 0.919 2.386 -6.704 0.0794
H 2.995 1.213 -5.416 0.0853
H 2.241 1.078 -2.824 0.1001
N 1.991 -1.986 3.374 0.0048
C 2.224 -3.305 3.189 -0.1754
C 1.058 -3.938 2.853 -0.0806
C 0.063 -2.913 2.843 -0.0805
C 0.691 -1.740 3.189 -0.1870
H 2.653 -1.376 3.892 0.1163
H 3.224 -3.721 3.399 0.1210
H 0.964 -4.931 2.527 0.0750
H -0.966 -2.893 2.435 0.1039
H 0.341 -0.706 3.238 0.0971
N 0.217 -1.514 -4.673 0.0487
C 1.184 -2.413 -4.359 -0.1343
C 0.791 -3.584 -4.873 -0.1513
C -0.392 -3.414 -5.612 -0.1191
C -0.711 -2.079 -5.435 -0.1405
H 0.346 -0.538 -4.569 0.1076
H 1.922 -2.120 -3.592 0.1198
H 1.192 -4.585 -4.785 0.0890
H -0.808 -4.033 -6.428 0.1234
H -1.521 -1.498 -5.805 0.1118
```